Density functional theory data (ωB97M-V/def2-TZVPD) for 2 unconnected molecules or ions with the total composition C5H7NO at a distorted geometry.

The geometry in XYZ format:
```
14
C5H7NO | the OMol25 dataset | ωB97M-V/def2-TZVPD
C 0.98484 -1.83696 0.36949
C 0.56651 -0.53874 -0.23948
C -0.57500 -0.32763 -0.91429
C -1.12070 1.02021 -1.03659
N -0.57066 1.97622 -0.38754
C -0.03789 1.15837 1.66100
O 0.59702 1.94727 2.18622
H 1.81926 -2.27783 -0.18305
H 0.15399 -2.54739 0.40009
H 1.32768 -1.67873 1.40093
H 1.26458 0.29189 -0.14201
H -1.22150 -1.16144 -1.18171
H -2.07199 1.14096 -1.56547
H -1.11614 2.83379 -0.36759
```

energy relative to the best compared isomer or geometry (same formula, charge and spin) = 47.5 kcal/mol
frontier orbital gap = 9.744 eV
strongest force on any atom = 1.7 eV/A

---

Density functional theory data (ωB97M-V/def2-TZVPD) for 2 unconnected molecules or ions with the total composition C5H13N2S at a distorted geometry.

The geometry in XYZ format:
```
21
C5H13N2S | the OMol25 dataset | ωB97M-V/def2-TZVPD
C -1.08681 0.15158 -1.20350
C -2.53112 -0.06327 -1.42287
C 0.81644 1.18936 1.80296
C 1.46576 -1.73283 0.81913
C 0.63174 0.79066 0.36423
N -0.23514 -0.08984 -2.14233
N -0.67329 0.61429 -0.03471
S 1.86881 1.35451 -0.74344
H -3.00910 0.93685 -1.72828
H -2.85558 -0.62715 -2.37133
H -3.08720 -0.50983 -0.58590
H 1.91472 1.32018 2.14609
H 0.34213 2.06142 2.15372
H 0.50778 0.38143 2.54273
H 0.84505 -2.25986 1.47333
H 2.28455 -1.22066 1.41621
H 1.61612 -2.15932 -0.10085
H -0.42455 -0.20606 -3.08836
H 0.77528 -0.26258 -1.76943
H -1.28588 0.40975 0.73741
H 2.72587 1.60606 0.28414
```

energy relative to the best compared isomer or geometry (same formula, charge and spin) = 82.8 kcal/mol
total charge = +1
frontier orbital gap (alpha / beta) = 7.610 / 8.139 eV
strongest force on any atom = 4.9 eV/A

---

Density functional theory data (ωB97M-V/def2-TZVPD) for a molecular structure, C33H27AsCrN6O8S at a distorted geometry.

The geometry in XYZ format:
```
77
C33H27AsCrN6O8S | the OMol25 dataset | ωB97M-V/def2-TZVPD
Cr 0.41917 -0.29212 -0.12765
O 3.48671 -4.24577 -4.66125
C 2.28055 -4.26459 -4.55109
O 1.32295 -4.83548 -5.02281
C 1.80185 -3.21159 -3.41884
C 2.69151 -2.82999 -2.43126
C 2.24240 -1.95196 -1.45235
N 0.98122 -1.48246 -1.46676
C 0.14284 -1.80703 -2.46868
C 0.51870 -2.69879 -3.46860
C -1.13459 -1.11298 -2.34699
C -2.14446 -1.12887 -3.30522
C -3.29542 -0.39200 -3.08552
C -3.41284 0.33243 -1.90312
C -2.37088 0.29812 -0.99584
N -1.25190 -0.39174 -1.20569
C 3.04860 -1.36014 -0.39308
C 4.39590 -1.64302 -0.17986
C 5.09965 -0.92830 0.77054
C 4.42521 0.04575 1.49808
C 3.07862 0.24409 1.25898
N 2.38866 -0.43761 0.34400
H 3.70122 -3.20136 -2.46510
H -0.14533 -3.00490 -4.26110
H -2.01423 -1.69551 -4.21242
H -4.08763 -0.37390 -3.81598
H -4.29412 0.91577 -1.68672
H -2.41880 0.83811 -0.05216
H 4.87918 -2.40942 -0.75839
H 6.14723 -1.11529 0.94057
H 4.93323 0.64249 2.23682
H 2.52755 0.98717 1.82209
O 0.16725 2.88338 2.37714
C 0.31599 2.26135 1.34169
O -0.05599 1.04677 1.16337
C 0.96157 2.90187 0.12517
C 0.98064 2.18012 -1.05659
C 1.46505 2.73189 -2.23293
C 1.97935 4.02052 -2.24567
C 2.00684 4.71440 -1.04186
C 1.48897 4.18987 0.13631
N 2.62326 6.03974 -1.01181
O 2.77955 6.53903 0.07345
O 2.93727 6.51830 -2.07078
N 1.38015 1.92656 -3.42844
O 1.60724 2.44139 -4.48985
O 1.06114 0.75418 -3.25793
H 0.53564 1.18385 -1.11593
H 2.36194 4.47403 -3.14923
H 1.48259 4.77226 1.04692
S 0.03099 -2.62697 3.67832
C 0.52033 -1.56231 2.43939
N -0.00481 -1.73996 1.25965
C -0.89451 -2.79345 1.27655
C -1.66655 -3.28316 0.22134
C -2.53450 -4.32978 0.45278
C -2.63139 -4.93253 1.70687
C -1.86252 -4.48839 2.76140
C -1.00933 -3.41845 2.53606
H 1.23601 -0.79219 2.65377
H -1.58698 -2.84923 -0.76102
H -3.15066 -4.69384 -0.35518
H -3.31405 -5.75347 1.85224
H -1.91453 -4.94790 3.73439
C -4.55641 1.64115 2.75329
As -2.57845 1.83599 2.83288
C -2.26565 1.23298 4.68409
C -2.60066 3.77798 3.12277
H -4.99385 2.00783 3.67898
H -4.86278 0.61015 2.59547
H -4.94212 2.24093 1.93048
H -2.85449 1.83840 5.37051
H -1.21337 1.34586 4.93616
H -2.54832 0.18909 4.80974
H -3.32340 4.01446 3.90321
H -2.88542 4.29603 2.20764
H -1.61379 4.11213 3.42061
```

energy relative to the best compared isomer or geometry (same formula, charge and spin) = 54.8 kcal/mol
total charge = +1
frontier orbital gap (alpha / beta) = 5.563 / 5.524 eV
strongest force on any atom = 2.7 eV/A
spin multiplicity = 4
<S²> = 3.7752